(1)
Density functional theory data (wB97M-V/def2-TZVPD) for C24H45BCl36I2NO4S as an isolated structure at a distorted geometry.

Computed properties:
Gap between HOMO and LUMO, Ha: 0.284
HOMO, eV: -6.238
F_max, eV/A: 3.7
ΔE to the lowest compared entry with this formula, charge and spin, eV: 0.0000
Charge: -1

Each line ends with the Mulliken charge.
Positions of all 114 atoms, in Å:
C 3.46163 0.12936 3.53083  -1.0677
C 2.14376 0.89424 4.02615  -0.6222
B 1.12351 1.24530 2.83993  1.0291
O 0.83733 2.60477 2.68454  0.1987
C 0.46837 0.15114 1.82826  -1.1824
I 0.35945 -1.70488 2.98255  -0.1338
C -1.01509 0.53622 1.50034  -0.1486
O -1.63541 1.27686 2.27380  -0.5318
O -1.65632 0.08822 0.47543  -0.4002
N 1.37591 0.08506 0.65585  0.5787
S 1.05548 1.32394 -0.48871  -0.1319
C 1.46639 -1.25877 0.04838  0.3029
C 2.02814 -1.14763 -1.42730  -0.2600
O 1.37843 -1.48732 -2.33342  -0.4579
I 4.06232 -0.39876 -1.76755  0.0404
H 3.48818 -0.90204 3.95736  0.2678
H 3.41737 0.02962 2.42230  0.1993
H 4.39181 0.63897 3.85198  0.3959
H 2.52470 1.83984 4.49504  0.2103
H 1.68014 0.31370 4.84722  0.1920
H 1.09558 3.09871 3.47529  0.1416
H 2.01479 2.29678 -0.31593  0.0610
H 2.18888 -1.93138 0.57275  0.3403
H 0.45249 -1.69990 -0.05577  0.0853
C -4.04112 2.58733 0.71466  1.0402
Cl -3.19331 4.09328 0.32978  -0.1917
Cl -5.78506 2.85806 0.90011  -0.2316
H -3.87698 1.87780 -0.08962  -0.3779
H -3.64153 2.18962 1.64196  -0.2223
C 6.88928 -0.90564 2.15216  -0.4186
Cl 5.64137 -1.06588 0.90724  -0.0880
Cl 6.30386 -1.42313 3.73925  -0.1564
H 7.73942 -1.52261 1.87687  0.3367
H 7.19188 0.13553 2.21201  0.2423
C -2.64616 -1.05789 -2.37834  0.4238
Cl -3.24018 -2.53925 -3.16595  -0.2085
Cl -3.91915 0.15901 -2.31796  -0.2802
H -2.33210 -1.28964 -1.36276  -0.2347
H -1.80460 -0.66835 -2.94215  0.2725
C -0.32361 5.47183 1.70027  0.6601
Cl 0.19311 6.01602 3.30523  -0.2337
Cl -0.21953 6.78126 0.50967  -0.2059
H 0.31763 4.65422 1.38224  -0.2456
H -1.35233 5.13038 1.75920  0.0698
C 0.30464 10.63412 0.83935  0.0602
Cl -0.82580 11.70923 1.67006  -0.1671
Cl 1.94606 10.80937 1.47461  -0.1482
H -0.01788 9.60672 0.98047  -0.0299
H 0.31045 10.87921 -0.21805  0.2938
C -2.11598 -5.10076 -0.78575  0.0340
Cl -0.51547 -4.91606 -0.07965  -0.1628
Cl -3.20070 -6.00555 0.28070  -0.1398
H -2.52998 -4.11388 -0.95486  -0.1167
H -2.02625 -5.63150 -1.72835  0.3412
C -5.78920 -0.37994 -5.55403  0.1241
Cl -6.35265 -1.86801 -6.33051  -0.1977
Cl -7.06787 0.83873 -5.49983  -0.1836
H -5.47696 -0.60905 -4.53937  -0.0620
H -4.95013 0.01475 -6.11812  0.2920
C 5.16626 9.31631 1.55384  -0.1113
Cl 5.91610 7.74066 1.83216  -0.1467
Cl 5.13543 9.72318 -0.16438  -0.1434
H 4.14649 9.28714 1.92444  0.0854
H 5.73205 10.07518 2.08551  0.3217
C 7.23130 -0.14354 -4.98094  0.5214
Cl 7.33717 0.50525 -3.34169  -0.1530
Cl 6.09071 0.78192 -5.96560  -0.1627
H 8.21140 -0.09700 -5.44271  -0.1161
H 6.89647 -1.17162 -4.92935  -0.1441
C -3.56113 -1.57212 2.90258  0.4880
Cl -5.15813 -2.28311 2.61677  -0.1376
Cl -2.81867 -2.22511 4.37416  -0.1913
H -2.91822 -1.79657 2.05516  -0.1534
H -3.66585 -0.49674 3.00822  -0.0107
C 3.42082 4.73236 2.05180  0.5054
Cl 4.13033 3.14645 2.34589  -0.1173
Cl 3.40447 5.12439 0.32848  -0.1800
H 2.40013 4.72624 2.41923  -0.5601
H 3.99877 5.48668 2.57778  0.3148
C 10.99018 -1.24643 -5.40210  -0.2524
Cl 9.76352 -1.40360 -6.66677  -0.1477
Cl 10.36739 -1.76908 -3.83382  -0.1235
H 11.84483 -1.86200 -5.66448  0.2985
H 11.29110 -0.20548 -5.33244  0.2583
C -1.70273 1.68396 5.71951  0.4899
Cl -2.76172 2.87682 6.48721  -0.2021
Cl -0.07216 1.72735 6.41332  -0.1855
H -2.12085 0.69325 5.87043  0.1826
H -1.63877 1.90030 4.65402  -0.2570
C -8.98605 -2.03259 1.43315  -0.2427
Cl -8.48515 -3.70544 1.70600  -0.1258
Cl -8.89055 -1.60069 -0.27808  -0.1439
H -10.01174 -1.91411 1.76838  0.2951
H -8.33279 -1.37445 1.99854  0.2166
C -4.34570 -5.78293 3.75296  0.6431
Cl -5.95576 -6.48264 3.51423  -0.1599
Cl -3.54804 -6.47421 5.17224  -0.1788
H -3.73988 -5.98573 2.87682  -0.2431
H -4.44620 -4.71127 3.89297  -0.0751
C 4.42515 -3.24397 -6.29553  -0.3243
Cl 3.49848 -2.04373 -5.38735  -0.0764
Cl 6.10226 -3.35041 -5.74266  -0.1631
H 3.95788 -4.21528 -6.16581  0.2907
H 4.42057 -2.96956 -7.34596  0.2814
C -8.98725 -4.28586 -6.77414  0.2733
Cl -10.47109 -3.65062 -7.49571  -0.1617
Cl -8.13228 -5.35370 -7.89509  -0.1572
H -8.33781 -3.45495 -6.51752  -0.1832
H -9.24314 -4.84664 -5.88068  0.2600
C -2.82387 -9.91086 1.04359  -0.3206
Cl -3.75851 -8.70763 1.93409  -0.0517
Cl -1.16767 -10.02471 1.65247  -0.1616
H -3.30464 -10.87818 1.15108  0.2990
H -2.79388 -9.62623 -0.00412  0.2448

Cartesian forces, eV/Å:
C -1.071 -0.361 0.031
C 1.252 -0.015 0.202
B 0.120 0.883 0.863
O -0.125 -0.931 -0.138
C -0.139 1.403 0.305
I 0.096 0.262 -0.470
C -2.973 -0.702 -2.012
O 0.905 0.480 1.897
O 2.359 -0.667 0.432
N 0.407 -0.661 0.104
S -0.602 0.599 -0.143
C 0.850 0.347 -1.226
C -0.379 0.288 1.913
O -0.427 -0.511 -1.449
I -0.564 -0.111 -0.226
H -0.020 0.790 -0.403
H 0.412 0.045 0.742
H -0.634 -0.171 -0.302
H -0.576 -0.564 -0.298
H 0.183 0.295 -0.560
H 0.173 -0.194 -0.180
H 0.033 -0.956 0.434
H -0.698 0.569 -0.029
H 0.675 0.035 0.010
C 0.090 -0.295 0.133
Cl -0.043 0.009 -0.124
Cl -0.096 -0.012 -0.024
H 0.030 0.102 0.036
H 0.107 0.077 -0.091
C 0.039 -0.064 -0.057
Cl 0.533 0.025 0.371
Cl 0.324 -0.133 0.088
H -0.109 -0.039 0.035
H -0.145 -0.024 0.034
C 0.267 -0.022 0.275
Cl 0.062 -0.032 -0.087
Cl -0.059 0.139 -0.004
H -0.098 0.139 0.001
H -0.112 -0.048 -0.064
C -0.067 -0.229 -0.094
Cl 0.028 -0.024 0.090
Cl -0.028 -0.017 -0.046
H -0.019 0.070 0.020
H 0.123 0.110 0.059
C -0.126 -0.169 -0.104
Cl -0.043 -0.015 -0.050
Cl -0.005 0.014 -0.039
H 0.054 0.075 0.126
H 0.062 0.099 0.099
C -0.105 0.193 -0.137
Cl 0.205 0.031 0.054
Cl 0.041 0.051 -0.276
H -0.044 -0.032 0.069
H -0.006 -0.046 0.108
C 0.112 0.089 0.193
Cl 0.182 -0.036 -0.055
Cl 0.057 0.037 0.025
H -0.117 -0.036 -0.065
H -0.123 -0.045 -0.073
C -0.099 0.084 0.098
Cl 0.036 -0.030 0.100
Cl -0.006 0.064 0.014
H 0.040 -0.108 -0.114
H 0.072 -0.085 -0.101
C 0.048 0.090 0.053
Cl 0.081 0.037 0.145
Cl 0.011 -0.062 -0.103
H -0.293 0.216 0.169
H -0.093 0.141 0.072
C 0.204 0.224 -0.141
Cl -0.094 -0.055 -0.071
Cl -0.323 -0.047 0.150
H -0.004 0.016 0.075
H 0.038 -0.068 0.021
C -0.051 0.115 0.109
Cl 0.130 -0.036 0.019
Cl -0.075 0.068 -0.018
H 0.050 -0.063 -0.109
H 0.060 -0.058 -0.119
C 0.162 0.029 0.063
Cl 0.328 -0.183 -0.317
Cl 0.062 0.016 0.001
H -0.129 -0.049 -0.002
H -0.135 -0.035 0.016
C -0.060 -0.080 -0.318
Cl -0.071 0.003 0.003
Cl -0.104 0.031 0.047
H 0.059 0.066 0.101
H 0.061 0.001 0.036
C -0.011 0.095 0.101
Cl 0.008 0.003 0.101
Cl -0.032 0.080 0.018
H 0.034 -0.087 -0.102
H 0.074 -0.086 -0.113
C 0.068 0.186 0.001
Cl -0.008 0.055 -0.081
Cl 0.056 0.028 -0.007
H -0.032 -0.086 0.096
H -0.064 -0.090 0.077
C -0.359 0.048 -0.096
Cl 0.083 -0.139 -0.072
Cl 0.051 -0.236 -0.086
H 0.080 0.055 0.103
H 0.099 0.073 0.092
C 0.039 0.048 0.146
Cl -0.021 0.038 0.067
Cl 0.070 -0.023 0.050
H -0.123 -0.060 -0.119
H -0.046 -0.039 -0.128
C -0.047 0.032 -0.114
Cl -0.197 -0.324 0.120
Cl 0.033 -0.071 -0.064
H 0.048 0.070 0.110
H 0.066 0.095 0.097



(2)
Density functional theory data (wB97M-V/def2-TZVPD) for a 3-piece molecular cluster, C24H45BrNO12P2 overall at a distorted geometry.

Computed properties:
Gap between HOMO and LUMO, Ha: 0.244
HOMO, eV: -11.303
F_max, eV/A: 8.9
Charge: +1

Each line ends with the Mulliken charge.
Positions of all 85 atoms, in Å:
C -0.39031 4.00106 7.55687  -0.9970
C -1.00502 3.42854 6.27188  0.7360
O -0.69280 3.82958 5.18251  -0.4844
O -1.90979 2.40395 6.48017  -0.3498
C -2.38500 1.86284 5.27690  -0.8939
N -1.46869 0.83336 4.73256  0.2062
C -1.36658 -0.31116 5.41741  -0.4244
C -0.53480 -1.32565 5.00330  -1.0898
C 0.18763 -1.13732 3.81301  1.5093
C 1.09107 -2.27198 3.32096  -0.2286
O 0.92923 -2.68635 2.21041  -0.3918
O 2.06212 -2.72477 4.17971  -0.3996
C 0.08014 0.08012 3.09300  0.0680
C 0.86853 0.33548 1.81018  -1.1006
C 2.33251 0.81747 2.04652  -0.3022
C 2.52334 1.68603 3.31379  -1.2528
Br 3.66474 -0.64152 2.10903  -0.1191
C -0.77618 1.05649 3.60390  0.1125
H -1.23591 4.37345 8.15642  0.3243
H 0.34383 4.76905 7.31004  0.3126
H 0.05386 3.13671 8.07948  0.3135
H -3.31840 1.33218 5.52314  0.5413
H -2.65425 2.61131 4.52122  0.4301
H -1.93213 -0.42195 6.34523  0.4934
H -0.47575 -2.22256 5.62009  0.4661
H 1.70615 -3.52873 4.59227  0.3708
H 0.84320 -0.54502 1.15135  0.5375
H 0.35667 1.13973 1.24912  0.3110
H 2.59943 1.44575 1.18493  0.5726
H 2.10268 1.23326 4.22347  0.2346
H 3.60711 1.77833 3.48221  0.4893
H 2.09788 2.68503 3.11357  0.3431
H -0.89812 2.02289 3.11108  0.6488
O -1.49690 2.57541 -1.95829  -0.7991
P -2.97218 2.67645 -2.22147  1.2704
O -3.52023 1.39263 -1.34272  -0.3376
C -3.37681 1.43978 0.06420  -0.1632
C -4.19472 2.55916 0.68846  -0.9361
O -2.95727 2.03886 -3.73797  -0.3811
C -1.86324 2.35418 -4.60865  -0.5599
C -0.95325 1.15220 -4.72856  -0.9927
O -4.47390 3.30050 -2.46088  -0.4164
C -5.50633 2.69220 -3.25173  -0.1230
C -6.23090 1.55525 -2.56363  -0.9442
H -2.31593 1.53835 0.32485  0.1370
H -3.72307 0.47909 0.45131  0.3451
H -3.81370 3.53792 0.38116  0.3556
H -4.15056 2.50356 1.77900  0.2821
H -5.23559 2.50378 0.37433  0.1786
H -1.31297 3.22315 -4.24766  0.3843
H -2.27465 2.61698 -5.58525  0.3539
H -0.69815 0.75317 -3.74664  0.2803
H -0.03096 1.40935 -5.25259  0.3660
H -1.45090 0.34763 -5.27371  0.3175
H -5.14214 2.39116 -4.23061  0.2276
H -6.22480 3.49275 -3.43896  0.3450
H -5.63135 0.64556 -2.55544  0.2603
H -7.15569 1.32898 -3.09696  0.4215
H -6.47516 1.80939 -1.53175  0.1551
O 2.22734 -1.27421 -2.72171  -0.7629
P 2.45301 -2.73885 -3.00803  1.3298
O 3.73077 -2.99057 -2.00158  -0.3723
C 3.48972 -2.97680 -0.59819  -0.1039
C 2.59100 -4.12186 -0.16699  -0.9551
O 3.24387 -2.45226 -4.43459  -0.4379
C 2.77646 -1.42884 -5.31888  -0.2103
C 3.70859 -0.23435 -5.27378  -1.1992
O 2.37745 -4.34121 -3.41764  -0.4596
C 3.37019 -5.05692 -4.16604  -0.1323
C 4.58838 -5.45681 -3.36152  -0.9501
H 3.06755 -2.01528 -0.30199  0.0819
H 4.46109 -3.07353 -0.10969  0.3320
H 1.58296 -4.00267 -0.57948  0.3055
H 2.51182 -4.15600 0.91861  0.3298
H 2.97710 -5.07583 -0.52466  0.2066
H 1.75503 -1.13565 -5.07267  0.2243
H 2.75849 -1.84729 -6.32780  0.3581
H 3.90517 0.07880 -4.24844  0.2666
H 3.28896 0.60987 -5.82407  0.3813
H 4.67334 -0.49169 -5.71477  0.3333
H 3.65390 -4.52884 -5.07229  0.2313
H 2.86733 -5.96688 -4.50133  0.3423
H 5.25271 -4.60991 -3.19386  0.2572
H 5.15820 -6.21345 -3.90421  0.4252
H 4.30458 -5.86200 -2.38995  0.1641

Cartesian forces, eV/Å:
C -1.175 -1.257 -0.430
C 1.430 1.392 0.581
O -0.597 -0.785 -0.017
O 0.503 0.295 -0.672
C -1.589 -0.348 0.181
N -0.109 0.594 -0.025
C 0.106 -0.793 0.674
C 0.098 0.483 -0.472
C 0.449 0.149 0.490
C 0.011 0.186 -0.953
O -0.048 -0.009 0.739
O -1.249 0.216 0.102
C 0.095 -0.641 -0.147
C -0.029 0.287 -0.022
C -0.182 0.559 0.409
C 0.378 -0.196 -0.562
Br -0.487 0.358 0.026
C 0.568 -0.423 -0.495
H 0.522 0.037 0.025
H -0.265 -0.204 0.052
H -0.035 0.542 0.044
H 0.415 0.185 0.058
H 0.647 -0.177 0.131
H 0.022 0.335 -0.407
H 0.097 0.219 -0.329
H 0.476 -0.135 -0.032
H 0.033 0.279 0.335
H 0.184 -0.252 0.280
H 0.109 -0.552 0.191
H 0.022 0.164 -0.318
H -0.458 0.243 -0.026
H 0.057 -0.348 0.349
H -0.045 -0.262 0.298
O -0.815 3.579 1.598
P -1.333 -6.686 -3.767
O 0.001 0.691 0.176
C -0.063 -0.113 0.282
C 0.140 0.089 -0.070
O -0.263 0.726 0.340
C 0.358 -0.308 -0.132
C 0.054 -0.260 -0.056
O 2.219 2.051 1.822
C -0.964 0.020 -0.639
C 0.373 -0.331 0.151
H 0.012 0.040 -0.036
H 0.008 -0.047 -0.167
H -0.014 0.006 0.075
H -0.005 0.021 -0.001
H 0.000 -0.052 0.045
H -0.017 -0.065 0.074
H -0.177 -0.036 0.083
H 0.084 0.188 0.036
H -0.025 -0.007 -0.017
H 0.001 0.061 -0.057
H 0.330 -0.038 0.170
H 0.196 0.182 0.222
H 0.016 0.036 0.054
H 0.014 0.167 -0.047
H -0.077 0.047 -0.049
O -4.001 -1.407 1.353
P 8.295 0.722 -3.171
O -0.781 -0.234 0.356
C 0.060 -0.155 0.185
C -0.012 -0.010 -0.087
O -0.651 -0.258 -0.213
C 0.254 0.305 0.047
C 0.189 0.033 -0.021
O -3.188 1.092 1.655
C 0.334 -0.854 -0.688
C 0.173 0.432 0.218
H -0.016 0.000 -0.087
H 0.054 0.064 -0.150
H -0.021 -0.010 0.074
H -0.038 0.028 -0.019
H 0.041 0.022 -0.001
H 0.056 0.021 0.073
H 0.037 -0.124 0.055
H -0.205 -0.016 0.025
H 0.017 -0.026 -0.031
H -0.039 0.010 -0.050
H -0.084 0.272 0.191
H -0.260 0.095 0.215
H -0.048 -0.001 0.052
H -0.159 -0.035 -0.078
H -0.014 -0.070 -0.052



| no. | E (eV) |
| --- | --- |
| 1 | -513822.1920 |
| 2 | -140291.4070 |